192
Properties=species:S:1:pos:R:3:forces:R:3 method="wB97M-V/def2-TZVPD" fmax_ev_per_a=3.43 smiles=COCCNCCOC.COCCNCCOC.COCCNCCOC.COCCNCCOC.COCCNCCOC.COCCNCCOC.COCCNCCOC.COCCNCCOC gap_ev=8.34 total_energy_ev=-96387.5246 lumo_energy_ev=0.47
C -3.221700 2.993816 1.453085 0.583 -1.753 1.081
O -2.702804 3.269879 2.750068 -0.923 0.888 0.661
C -2.290685 4.618676 2.922894 0.593 -0.023 -1.708
C -0.803376 4.809027 2.576210 0.368 1.418 1.042
N 0.129204 4.665509 3.689862 -0.190 -0.101 -1.457
C 0.214859 3.376521 4.307442 1.056 -0.087 1.430
C -0.691090 3.156054 5.537782 0.362 -0.251 -1.533
O -0.498579 4.257946 6.385161 -0.087 -0.582 0.778
C -1.228607 4.119700 7.619334 -0.398 1.175 -1.788
H -3.694531 2.017521 1.603541 -0.008 -0.041 -0.299
H -2.339211 2.813659 0.834094 -0.424 0.484 -0.776
H -4.015382 3.635700 1.069816 0.421 0.571 0.042
H -2.503688 5.036506 3.906840 0.087 -0.578 0.311
H -2.838624 5.273258 2.232873 -0.267 -0.190 -0.082
H -0.733663 5.866677 2.290459 0.112 -0.006 -0.053
H -0.389356 4.287829 1.711039 -0.632 -0.516 -0.025
H 0.112212 5.481932 4.275263 0.020 -0.347 0.554
H 1.231711 3.249522 4.707334 0.047 0.214 -0.001
H 0.161185 2.560908 3.584150 -0.562 0.150 -0.150
H -0.357342 2.222063 6.004844 -0.192 -0.046 0.208
H -1.715456 3.036539 5.162630 -0.257 0.149 0.503
H -1.195178 3.113040 8.028338 0.373 0.057 0.292
H -2.262419 4.366035 7.352801 -0.251 -0.270 0.387
H -0.871406 4.946804 8.225208 0.149 -0.439 0.557
C 4.028370 -4.161934 -0.095800 0.132 -1.193 -0.911
O 3.120744 -4.227973 -1.198142 -0.153 0.812 0.833
C 2.622366 -2.925336 -1.491113 -0.419 -0.685 -0.913
C 1.613781 -2.415756 -0.492247 -0.415 0.547 1.441
N 0.802596 -1.317869 -0.940815 1.003 1.290 -0.489
C -0.322629 -0.979264 -0.113517 -0.932 -1.241 -0.685
C -0.945179 0.361612 -0.457022 1.276 -0.030 -0.356
O -1.475763 0.348314 -1.774928 -0.445 -0.428 0.041
C -1.858332 1.624109 -2.233371 0.772 0.175 -0.054
H 4.868545 -3.535218 -0.400068 0.069 0.245 0.436
H 4.382182 -5.190269 -0.003246 0.212 0.050 0.175
H 3.594725 -3.891699 0.866201 -0.202 0.402 -0.158
H 2.125555 -3.037601 -2.459164 -0.070 0.042 -0.025
H 3.464068 -2.247408 -1.658389 0.009 0.241 0.261
H 2.100016 -2.041520 0.424108 0.381 -0.233 -0.141
H 0.951473 -3.201036 -0.089804 0.190 -0.494 -0.564
H 0.750563 -1.057396 -1.909959 -0.195 -0.515 -0.079
H -0.019239 -1.028357 0.933453 -0.096 0.359 0.067
H -1.032234 -1.802075 -0.294565 -0.600 0.258 0.624
H -0.063042 1.017964 -0.497316 -0.323 0.500 0.408
H -1.683302 0.713889 0.264736 0.010 -0.165 0.155
H -2.863108 1.947747 -1.956260 -0.199 -0.282 0.157
H -1.760129 1.619052 -3.317048 -0.153 -0.009 -0.026
H -1.158024 2.372221 -1.842880 -0.033 0.126 -0.067
C -3.124940 3.575042 -4.857065 -0.486 -0.112 -1.045
O -3.119922 4.550009 -5.887747 0.199 0.014 0.535
C -3.560199 4.157630 -7.141521 -1.478 0.596 -1.773
C -4.965655 3.521002 -7.174857 0.295 -0.153 0.311
N -5.474879 3.319678 -8.531579 0.905 0.532 0.384
C -6.912056 3.304190 -8.669416 -0.098 -0.515 0.122
C -7.660401 2.187139 -7.923855 -0.405 0.113 -0.139
O -7.723574 2.339493 -6.514092 0.738 1.173 -0.382
C -8.734532 1.615432 -5.915645 -0.518 -1.136 0.565
H -2.549592 2.698807 -5.177864 0.543 0.183 0.404
H -4.125707 3.160063 -4.691677 -0.112 0.361 0.278
H -2.770634 4.122555 -3.989723 0.231 -0.510 0.208
H -2.878959 3.560096 -7.765943 0.356 -0.288 0.604
H -3.688618 5.080478 -7.717981 0.263 0.055 0.105
H -5.663904 4.192611 -6.672980 0.082 -0.191 0.320
H -4.890925 2.556059 -6.657644 -0.459 0.129 0.292
H -5.045953 2.464985 -8.860927 -0.359 -0.025 -0.449
H -7.116931 3.241575 -9.741010 -0.125 -0.549 -0.007
H -7.389070 4.260285 -8.438351 0.446 0.138 0.532
H -7.202777 1.205221 -8.088549 -0.106 -0.040 -0.516
H -8.684264 2.229993 -8.317530 -0.053 -0.413 -0.051
H -8.629187 0.523598 -6.051176 0.140 0.134 -0.227
H -9.742718 1.864902 -6.276607 0.140 0.254 0.044
H -8.662579 1.762655 -4.835696 -0.151 0.266 -0.119
C 10.259177 0.976112 2.888855 0.292 -0.350 0.733
O 9.038805 1.426035 2.372850 -0.664 -0.798 0.104
C 8.819713 1.078148 1.019344 0.516 1.218 -0.947
C 7.325190 0.986561 0.713174 -0.552 -2.167 1.917
N 6.813464 -0.243735 1.345711 -0.739 -1.380 -1.040
C 7.075035 -1.529226 0.656593 0.331 2.009 1.115
C 6.869265 -2.690793 1.653925 0.928 2.581 -1.236
O 5.643960 -2.438987 2.320197 0.383 -0.756 -0.115
C 5.328249 -3.433369 3.261123 -0.455 -1.305 0.076
H 11.034941 1.719767 2.693467 0.291 -0.256 -0.037
H 10.554174 -0.037173 2.586042 -0.027 0.238 -0.829
H 10.186919 0.793931 3.966266 -0.301 0.733 0.072
H 9.334783 0.157025 0.728108 -0.306 -0.389 0.409
H 9.361823 1.809735 0.407744 -0.345 0.274 -0.170
H 7.034869 0.860244 -0.328329 0.513 0.496 -0.277
H 6.661995 1.721961 1.162698 0.662 0.847 -0.228
H 6.663530 -0.389155 2.327237 0.220 0.802 0.153
H 8.138843 -1.464370 0.397719 0.082 -0.838 -0.373
H 6.501603 -1.525243 -0.273014 -0.232 -0.557 0.022
H 7.701802 -2.519453 2.343908 -0.044 -0.542 0.370
H 7.093591 -3.566602 1.039174 -0.989 -0.786 0.614
H 4.841302 -3.084374 4.172755 0.093 0.668 -0.205
H 6.190737 -4.027662 3.577146 0.191 0.213 -0.068
H 4.624663 -4.141357 2.806969 0.019 -0.091 0.043
C 1.455120 -7.111269 0.752722 -1.237 0.131 0.194
O 1.467507 -6.337239 1.949393 0.390 -0.896 0.129
C 0.811736 -6.997223 3.015618 -0.529 0.833 1.124
C -0.712194 -6.754154 3.006185 0.012 0.220 0.124
N -0.985076 -5.393769 2.530750 -0.035 -0.615 0.968
C -2.306051 -5.257957 1.908112 1.335 -0.198 -0.945
C -2.210276 -5.516776 0.422873 -2.979 0.785 -1.499
O -1.816356 -4.339737 -0.255234 1.097 0.591 0.830
C -2.259597 -4.105714 -1.571981 0.186 -1.012 0.373
H 0.453441 -7.108021 0.298561 -0.008 0.387 -0.069
H 1.574457 -8.174665 0.975451 0.879 0.047 -0.098
H 2.138222 -6.640620 0.053838 0.264 -0.358 -0.002
H 1.136181 -6.558333 3.963552 0.380 0.560 -0.342
H 1.094375 -8.039369 3.188209 -0.128 -0.253 -0.823
H -1.017140 -6.798425 4.055980 -0.268 -0.457 -0.099
H -1.272675 -7.494560 2.420474 0.105 -0.161 0.023
H -0.199109 -5.211499 1.914671 -0.519 0.598 -0.414
H -2.718338 -4.257105 2.037660 0.105 0.079 0.036
H -3.070079 -5.955924 2.254451 0.432 -0.163 0.668
H -3.264015 -5.639488 0.104096 -0.057 -0.310 0.017
H -1.756608 -6.448876 0.073746 0.753 0.146 0.318
H -3.309815 -4.404160 -1.680936 -0.019 0.056 -0.079
H -1.634350 -4.715536 -2.233060 -0.204 0.237 -0.433
H -2.150875 -3.042245 -1.775212 0.084 -0.035 -0.068
C 1.907486 1.840653 -2.234911 -0.637 0.905 -0.671
O 3.100769 2.308448 -2.836225 0.643 -0.455 0.149
C 4.186381 1.368534 -2.631270 -1.162 0.030 -0.306
C 5.497188 2.020107 -2.988486 -1.169 -0.425 -0.416
N 5.854435 2.958555 -1.941371 0.063 -1.112 -1.070
C 7.128230 3.639778 -2.163944 -0.757 -0.573 1.018
C 7.447831 4.341178 -0.863472 0.576 1.526 -1.188
O 8.721190 4.993071 -1.011569 0.287 0.123 -0.076
C 9.740684 4.487075 -0.201657 -0.010 -0.512 1.081
H 1.771232 2.289159 -1.247699 0.181 -0.365 0.261
H 1.777721 0.757637 -2.224581 0.434 0.014 0.214
H 1.086691 2.228006 -2.846301 0.005 0.024 -0.008
H 4.008088 0.551344 -3.339523 0.039 -0.302 0.266
H 4.078478 1.039531 -1.595253 0.576 -0.291 0.034
H 5.236084 2.433349 -3.980766 0.467 0.600 0.099
H 6.208134 1.229759 -3.242534 0.436 0.159 0.675
H 4.995153 3.490625 -1.848572 0.586 0.847 0.257
H 7.152014 4.294277 -3.037396 0.120 0.125 0.030
H 7.884997 2.854299 -2.246996 -0.025 -0.012 -0.453
H 7.364900 3.626642 -0.048359 0.253 0.168 0.223
H 6.772083 5.192225 -0.752877 -0.399 -0.301 0.439
H 10.640929 5.097333 -0.108452 -0.331 0.556 -0.672
H 10.097631 3.503223 -0.525752 -0.181 -0.083 0.003
H 9.357316 4.435488 0.825661 0.161 -0.419 0.065
C -6.475404 2.598076 -1.549583 -0.786 0.959 1.649
O -6.549910 1.680568 -0.448168 0.604 -0.760 -1.578
C -5.551223 0.680857 -0.636583 0.522 -0.501 0.796
C -5.570582 -0.276857 0.562623 -0.290 0.816 0.085
N -6.737217 -1.138360 0.687520 -0.101 -0.461 -0.220
C -7.210574 -1.797415 -0.528170 -1.050 0.433 0.107
C -6.340921 -2.957107 -0.963449 1.991 0.424 1.092
O -6.539523 -3.504626 -2.231209 -0.733 -0.319 0.008
C -5.880947 -2.869568 -3.281281 -0.057 1.156 -1.225
H -7.417022 3.143887 -1.472652 -0.185 -0.193 -0.697
H -6.283187 2.148437 -2.519678 -0.181 -0.190 -0.034
H -5.750351 3.390410 -1.331084 0.518 -0.316 -0.174
H -4.584236 1.178826 -0.731670 0.319 0.022 0.359
H -5.601012 0.081876 -1.554324 -0.706 0.341 -0.294
H -5.614212 0.379980 1.433692 0.393 -0.214 0.200
H -4.667313 -0.884397 0.616847 0.137 0.182 -0.105
H -7.527769 -0.609529 1.027265 0.164 0.142 0.187
H -7.395836 -1.040624 -1.303254 0.207 -0.359 -0.412
H -8.201617 -2.169658 -0.248998 0.009 -0.155 -0.284
H -6.361430 -3.713562 -0.171879 -0.593 -0.348 -0.392
H -5.280730 -2.659640 -0.877076 -0.059 0.342 -0.193
H -5.643562 -1.805408 -3.145924 0.152 -0.120 0.793
H -6.534651 -2.772884 -4.154894 -0.191 -0.635 0.072
H -4.964774 -3.360234 -3.617130 0.041 -0.272 0.311
C -4.290673 -2.150760 3.708231 0.325 -0.807 2.012
O -3.625333 -1.036417 3.198024 -0.270 0.022 -0.577
C -2.452669 -0.625755 3.908521 -0.610 0.258 -1.239
C -1.316636 -1.582999 3.548596 1.204 -0.274 1.048
N 0.002120 -0.932199 3.433628 -0.566 0.612 -0.126
C 1.111384 -1.860715 3.310346 0.483 0.181 0.266
C 2.370194 -1.022393 3.003314 -1.411 0.510 -0.676
O 2.508698 -0.089926 4.063425 0.283 -0.283 -0.081
C 3.538167 0.900945 3.889967 -0.597 -1.151 0.652
H -4.584200 -1.957005 4.753439 -0.615 0.346 -0.165
H -3.686012 -3.049759 3.913097 0.536 0.127 -0.798
H -5.145014 -2.484253 3.126446 -0.018 0.581 -0.321
H -2.739533 -0.399096 4.939324 0.466 -0.607 0.329
H -2.253675 0.352342 3.461795 0.332 -0.016 0.010
H -1.593969 -2.036069 2.595691 0.120 0.054 -0.111
H -1.138460 -2.401648 4.259984 -0.817 -0.187 0.094
H 0.203373 -0.405422 4.277397 -0.240 0.248 -0.116
H 0.867578 -2.594298 2.537779 0.305 0.072 -0.153
H 1.261555 -2.419493 4.246949 0.070 -0.145 -0.046
H 2.086541 -0.415729 2.134352 0.185 -0.164 -0.369
H 3.255164 -1.597914 2.720405 0.186 -0.057 0.526
H 3.106152 1.836097 4.237066 0.250 0.171 -0.050
H 3.890349 0.975622 2.861408 -0.043 -0.013 -0.051
H 4.324238 0.545328 4.558121 0.472 0.584 -0.201